[1]
The following is a DFT calculation (the ωB97M-V functional and the def2-TZVPD basis) of a cluster of 2 separate species, C3H5N3O in total.

Values from the calculation:
net charge	0
SMILES	N#CCO.N=C=N
Kohn-Sham gap	0.4155	hartree
HOMO energy	-10.619	eV

```
12
Properties=species:S:1:pos:R:3:forces:R:3:mulliken_charge:R:1
H -2.245673 -2.705187 -0.817736 0.08 0.02 -0.06 0.269
C -1.931712 -1.108102 0.223871 -0.15 -0.15 0.06 0.529
H 1.037086 1.264293 1.226960 0.00 -0.08 -0.14 0.260
O 2.654276 1.492550 0.034616 0.11 0.05 -0.23 -0.505
C 1.295712 1.154059 0.171679 -0.27 -0.04 0.10 -0.209
N -1.752444 0.085011 0.480338 -0.12 -0.51 -0.10 -0.521
N 0.951182 -1.320040 -0.654737 0.16 1.03 0.35 -0.408
H -2.593295 0.562539 0.785684 0.03 0.10 0.01 0.222
C 1.054295 -0.240131 -0.253676 -0.03 -0.94 -0.39 0.289
H 0.629192 1.812543 -0.402128 0.10 -0.15 0.07 0.230
H 2.915129 1.317520 -0.879032 0.05 0.08 0.17 0.322
N -2.013748 -2.315056 0.084162 0.03 0.60 0.16 -0.477
```
Forces are in eV/Å.

[2]
The following is a DFT calculation (the ωB97M-V functional and the def2-TZVPD basis) of a structure of composition C3H5N3O.

Values from the calculation:
net charge	0
Kohn-Sham gap	0.3255	hartree
HOMO energy	-8.085	eV

```
12
Properties=species:S:1:pos:R:3:forces:R:3:mulliken_charge:R:1
N -0.190940 -1.064948 0.114968 -0.07 0.26 0.01 -0.054
H 2.637509 0.302092 0.588944 -0.18 -0.26 -0.21 0.275
N -1.369318 0.802363 0.015145 -0.08 -0.89 0.09 -0.376
H 0.294430 2.189616 -0.212844 -0.01 -0.24 0.03 0.400
C -0.029553 1.163989 -0.094199 0.41 -0.82 0.03 -0.542
H 2.508349 -0.127360 -1.004380 -0.15 -0.10 0.37 0.263
N 2.111973 -0.266648 -0.073602 0.24 0.41 -0.14 -0.528
O -2.661835 -0.927128 0.233203 0.77 0.52 -0.07 -0.681
C 0.733846 0.015030 -0.031124 -1.10 0.54 -0.01 0.334
C -1.432633 -0.529420 0.136325 -0.06 0.42 -0.06 0.103
H 0.059851 -2.040220 0.217646 -0.08 0.35 -0.04 0.210
H -2.661682 0.482637 0.109919 0.34 -0.19 0.00 0.596
```
Forces are in eV/Å.

[3]
The following is a DFT calculation (the ωB97M-V functional and the def2-TZVPD basis) of an isolated molecule of C3H5N3O.

Values from the calculation:
net charge	0
SMILES	OCc1nc[nH]n1
Kohn-Sham gap	0.3994	hartree
HOMO energy	-10.051	eV

```
12
Properties=species:S:1:pos:R:3:forces:R:3:mulliken_charge:R:1
H 2.574945 -0.008787 0.908829 0.00 -0.14 -0.20 0.413
C -0.281916 -0.446867 -0.348144 -0.12 0.38 -0.03 0.516
C -1.737662 -0.184093 -0.151369 -0.09 -0.34 -0.18 -0.452
H -2.307204 -0.261969 -1.077833 0.11 -0.04 0.06 0.298
O -1.795659 1.174494 0.265710 -0.24 0.10 0.16 -0.500
N 0.343614 -0.071260 -1.445405 -0.07 -0.04 0.24 -0.670
H 2.273667 0.534217 -1.627227 0.10 -0.23 0.07 0.224
H -1.052876 1.292843 0.871472 -0.22 0.11 0.10 0.344
N 0.512211 -0.527794 0.762196 0.17 0.18 -0.14 -0.561
H -2.165205 -0.850023 0.605105 0.06 0.03 -0.07 0.253
C 1.684834 -0.148902 0.310837 0.08 -0.01 -0.05 -0.044
N 1.604044 0.105539 -1.009403 0.21 0.01 0.05 0.179
```
Forces are in eV/Å.

[4]
The following is a DFT calculation (the ωB97M-V functional and the def2-TZVPD basis) of an isolated molecule of C3H5N3O.

Values from the calculation:
net charge	0
Kohn-Sham gap (spin up / spin down)	0.3177 / 0.3177	hartree
HOMO energy (spin up / spin down)	-8.932 / -8.931	eV

```
12
Properties=species:S:1:pos:R:3:forces:R:3:mulliken_charge:R:1
C -1.385731 0.893886 -0.102886 -0.45 -0.14 1.60 -0.618
H 1.765439 1.377568 0.287657 -1.29 -0.55 -0.45 0.279
H -1.654410 1.999806 -0.004067 0.41 -1.40 0.25 0.270
H -0.872157 -1.941661 -1.330083 1.23 -0.04 0.64 0.341
N 0.912186 -1.689152 0.060304 -2.06 -1.05 -1.57 -0.312
C 0.002847 -1.572933 -0.749734 0.73 3.55 1.13 0.283
N -0.033854 0.737629 -0.671223 0.14 -2.13 0.18 -0.610
O 2.482454 -0.714236 1.448636 -1.81 0.57 -1.59 -0.518
H -2.098232 0.480320 -0.810333 0.00 0.07 -0.39 0.283
N 0.963961 0.704791 0.304419 0.73 -1.53 0.37 0.050
C 1.545351 -0.557900 0.678756 1.55 1.16 1.44 0.310
H -1.627853 0.281883 0.888554 0.81 1.49 -1.62 0.242
```
Forces are in eV/Å.

[5]
The following is a DFT calculation (the ωB97M-V functional and the def2-TZVPD basis) of an isolated molecule of C3H5N3O.

Values from the calculation:
net charge	0
Kohn-Sham gap (spin up / spin down)	0.2982 / 0.2977	hartree
HOMO energy (spin up / spin down)	-8.889 / -8.877	eV

```
12
Properties=species:S:1:pos:R:3:forces:R:3:mulliken_charge:R:1
H 2.306668 0.088799 1.166196 -0.06 -0.20 -0.11 0.322
C -0.396476 -0.748651 -0.105410 -0.14 0.12 0.32 0.857
H 0.733698 1.044515 0.938651 0.55 0.07 0.25 0.367
N 0.221546 -0.077585 -1.230269 0.45 0.18 0.16 -0.309
O -1.324563 0.949636 -0.008854 -0.20 0.10 -0.23 -0.592
H -2.324079 -0.704581 0.829948 -0.03 0.12 -0.11 0.271
C -1.828402 -0.328460 -0.072476 -0.28 -0.41 -0.13 -0.421
C 1.326460 0.127709 0.696597 0.33 0.08 0.13 -0.455
N 1.351696 0.249026 -0.787167 -0.41 0.11 -0.19 0.097
H -2.409319 -0.523338 -0.980092 -0.01 -0.20 0.06 0.242
N 0.389588 -0.910624 0.909121 -0.15 0.07 -0.17 -0.620
H 1.953182 0.833558 -1.356242 -0.06 -0.05 0.03 0.241
```
Forces are in eV/Å.

[6]
The following is a DFT calculation (the ωB97M-V functional and the def2-TZVPD basis) of a cluster of 2 separate species, C3H5N3O in total.

Values from the calculation:
net charge	0
Kohn-Sham gap (spin up / spin down)	0.2698 / 0.3322	hartree
HOMO energy (spin up / spin down)	-7.546 / -9.054	eV

```
12
Properties=species:S:1:pos:R:3:forces:R:3:mulliken_charge:R:1
N 0.439318 -0.655517 1.283198 0.17 -0.12 -0.27 -0.456
N 0.410672 1.034484 -0.268952 -0.20 -0.09 -0.16 -0.626
H 2.198295 0.505317 -1.072310 0.09 0.04 0.18 0.204
H -0.245914 -1.138032 -1.080020 -0.95 -0.16 0.11 0.044
N 1.483083 0.263831 -0.404802 1.18 0.09 0.29 0.072
C -0.275972 0.309244 0.617846 -0.72 -0.13 -0.24 0.459
C -1.624696 0.030653 0.247441 -0.13 0.05 0.84 -0.236
H 2.356005 -1.372387 0.686692 -0.03 0.15 0.01 0.366
O -2.330380 0.882841 -0.487780 0.16 0.18 -0.41 -0.465
H -1.693955 1.456363 -0.951794 -0.14 -0.03 0.04 0.360
H -2.240701 -0.625871 0.858082 0.24 -0.08 -0.28 0.350
C 1.524240 -0.690923 0.572395 0.35 0.12 -0.12 -0.071
```
Forces are in eV/Å.

[7]
The following is a DFT calculation (the ωB97M-V functional and the def2-TZVPD basis) of an isolated molecule of C3H5N3O.

Values from the calculation:
net charge	0
SMILES	NC1=NCC(O)=N1
Kohn-Sham gap	0.3507	hartree
HOMO energy	-8.745	eV

```
12
Properties=species:S:1:pos:R:3:forces:R:3:mulliken_charge:R:1
N 2.185813 -0.500378 -0.189185 0.10 0.23 -0.11 -0.446
H 2.769662 0.224793 0.196040 0.02 0.00 0.01 0.259
C 0.848857 -0.190156 -0.238552 0.16 0.03 -0.61 0.382
H 2.515460 -0.871699 -1.069132 0.08 -0.02 0.14 0.287
C -1.270799 -0.444402 -0.509337 0.27 -0.80 -0.11 -0.400
H -1.360087 1.840899 1.822333 -0.20 -0.11 -0.14 0.374
N 0.308120 0.668223 0.723358 -0.33 0.01 -0.01 -0.606
O -1.865526 1.299514 1.190112 0.22 -0.20 0.00 -0.495
C -0.966719 0.571701 0.526100 0.42 -0.33 0.17 0.680
N 0.046618 -0.720596 -1.102010 0.84 0.94 -0.53 -0.627
H -1.071901 -1.475578 -0.152168 -2.07 0.08 1.19 0.262
H -2.172002 -0.382783 -1.125499 0.49 0.16 0.01 0.328
```
Forces are in eV/Å.

[8]
The following is a DFT calculation (the ωB97M-V functional and the def2-TZVPD basis) of an isolated molecule of C3H5N3O.

Values from the calculation:
net charge	0
SMILES	Cn1[nH]cnc1=O
Kohn-Sham gap	0.3347	hartree
HOMO energy	-8.707	eV

```
12
Properties=species:S:1:pos:R:3:forces:R:3:mulliken_charge:R:1
N 1.471718 0.260346 0.252925 3.04 1.86 -1.61 -0.467
N 0.092273 -1.280909 -0.123721 2.36 -7.61 -1.46 -0.411
C -1.996525 -0.407935 0.131440 -2.08 -1.98 2.82 -0.867
H -2.512864 0.483822 0.107126 -1.03 2.25 0.74 0.419
H -2.575344 -0.927342 -0.656840 1.02 -0.55 0.19 0.277
O 0.017797 2.091465 -0.086300 0.35 -2.83 -0.38 -0.635
N -0.656502 -0.133658 -0.090453 1.53 -2.94 -1.55 0.323
H 2.398932 -1.671595 0.136098 -1.75 0.67 -0.58 0.316
H -0.275039 -2.356567 -0.459871 0.78 4.66 0.99 0.295
C 0.257282 0.863023 -0.081189 -0.31 4.14 2.29 0.466
C 1.508615 -0.986332 -0.044545 -4.19 0.64 1.83 0.028
H -2.146715 -0.993020 1.258393 0.29 1.69 -3.28 0.257
```
Forces are in eV/Å.

[9]
The following is a DFT calculation (the ωB97M-V functional and the def2-TZVPD basis) of an isolated molecule of C3H5N3O.

Values from the calculation:
net charge	0
SMILES	NCc1conn1
Kohn-Sham gap	0.3693	hartree
HOMO energy	-9.231	eV

```
12
Properties=species:S:1:pos:R:3:forces:R:3:mulliken_charge:R:1
C 0.445029 -0.168772 -0.208470 -1.53 -0.41 2.84 0.243
H 0.169982 -0.803367 1.721712 1.78 -1.36 2.09 0.242
H -1.117435 -1.379811 0.655946 0.75 0.85 0.50 0.349
H 0.028315 -1.431996 -2.066368 0.63 0.99 0.82 0.367
C -0.429209 -0.530732 0.942149 -0.52 -0.72 -2.16 -0.700
O 1.339154 0.249459 -2.039949 0.37 -1.40 -2.04 -0.048
C 0.503792 -0.638506 -1.444628 0.10 0.34 -1.26 0.064
N -1.173298 0.580332 1.384484 -3.87 2.95 -0.95 -0.578
H -0.648779 1.606749 1.468148 -2.04 -3.84 -0.98 0.299
N 1.226562 0.939164 0.004454 1.37 -1.01 -4.17 -0.312
H -2.146423 0.466732 0.765223 3.37 1.90 2.26 0.251
N 1.802309 1.110749 -1.182702 -0.40 1.72 3.03 -0.177
```
Forces are in eV/Å.

[10]
The following is a DFT calculation (the ωB97M-V functional and the def2-TZVPD basis) of the ion C3H5N3O with charge +2.

Values from the calculation:
net charge	+2
SMILES	CC1=N[NH+]=C[N+]1=O
Kohn-Sham gap (spin up / spin down)	0.2668 / 0.2445	hartree
HOMO energy (spin up / spin down)	-22.300 / -22.297	eV

```
12
Properties=species:S:1:pos:R:3:forces:R:3:mulliken_charge:R:1
N -0.995362 0.496134 0.701637 -1.74 -0.93 -1.35 -0.337
H -0.761657 -0.524418 -1.941742 -0.37 -0.73 -0.38 0.362
N -0.357686 1.201916 1.615462 2.90 -0.50 1.20 0.271
C 0.984686 1.172802 1.524374 -2.33 2.30 2.66 0.069
H 1.486839 1.775105 2.293244 1.05 -0.54 -0.66 0.457
N 1.250767 0.372659 0.439360 1.19 -0.12 -0.11 0.615
O 2.279910 0.076056 -0.071218 -0.37 0.46 0.65 -0.152
H -0.862687 1.518084 2.486987 0.14 0.17 -0.99 0.348
H -0.125118 -1.975415 -0.905262 -0.94 0.50 -0.25 0.399
H 0.947188 -1.007537 -1.636583 1.13 0.73 -0.43 0.426
C -0.027782 -0.896178 -1.231071 -1.54 -0.63 0.75 -0.963
C -0.141062 -0.060125 -0.063609 0.87 -0.72 -1.07 0.505
```
Forces are in eV/Å.

no.,electronic energy (eV),molar mass (g mol⁻¹)
1,-9708.384,99.093
2,-9708.082,99.093
3,-9709.139,99.093
4,-9705.376,99.093
5,-9704.920,99.093
6,-9704.785,99.093
7,-9709.171,99.093
8,-9706.580,99.093
9,-9706.140,99.093
10,-9682.993,99.093